(1)
Below is an isolated ion of composition C5H13N2 and charge +1, with properties calculated with ωB97M-V with the def2-TZVPD basis set.

DFT total energy = -307.49812 Eh
SMILES string = C[C@@H]1N(C)C[N@H+]1C
LUMO = -3.0 eV
Spin multiplicity = 1
Total charge = +1
Gap between HOMO and LUMO = 10.49 eV
Energy relative to the best compared isomer or geometry (same formula, charge and spin) = 77.5 kcal per mole
Maximum force = 3.10 eV/A
HOMO energy = -13.48 eV

Cartesian coordinates (Å):
C  -0.3756  -1.9952  0.5766
C  0.0001  -0.6703  0.0474
N  0.5355  0.3173  1.0561
C  1.9386  0.4112  1.3786
C  -0.1077  1.3853  0.2159
N  -0.9795  0.3203  -0.4510
C  -1.2344  0.5633  -1.9021
H  -0.9307  -1.8090  1.5341
H  0.5492  -2.5893  0.5936
H  -0.9594  -2.5535  -0.1501
H  0.6951  -0.7185  -0.7409
H  2.4621  -0.4312  1.0491
H  2.4197  1.0944  0.7532
H  1.9904  0.8061  2.4244
H  -0.6830  2.1211  0.7303
H  0.6115  1.7184  -0.5053
H  -1.8899  0.0617  -0.0879
H  -0.3155  0.7862  -2.4356
H  -1.8750  -0.2033  -2.2525
H  -1.8515  1.3850  -1.8339

Forces on the atoms, in the same order (eV/Å):
C -0.70 -0.01 0.17
C 2.13 0.68 1.06
N -2.77 -0.04 -1.38
C -1.38 1.30 1.20
C 0.02 -2.05 1.41
N 0.22 0.14 -0.32
C 1.02 -0.74 1.14
H 0.74 -0.85 -0.70
H -0.27 0.22 0.89
H -0.51 0.02 -0.02
H 1.13 -0.55 -1.34
H 0.67 -2.03 0.74
H 0.66 1.94 -1.07
H 0.65 -1.05 -0.81
H -0.13 0.74 0.24
H 0.03 0.71 -0.73
H -0.20 0.79 0.93
H -0.13 -0.36 -0.11
H -0.01 -1.11 -0.81
H -1.17 2.27 -0.48

Here are the Löwdin charges for atoms 1 to 4, given in e: number 1, C, carries 0.00; number 2, C, carries -0.34; number 3, N, carries -0.11; number 4, C, carries -0.05

(2)
Below is a 2-piece molecular cluster, C5H13N2 overall, with properties calculated with ωB97M-V with the def2-TZVPD basis set.

DFT total energy = -307.52242 Eh
LUMO = -4.3 eV
Spin multiplicity = 1
Total charge = +1
Gap between HOMO and LUMO = 9.24 eV
Energy relative to the best compared isomer or geometry (same formula, charge and spin) = 62.2 kcal per mole
Maximum force = 5.65 eV/A
HOMO energy = -13.59 eV

Cartesian coordinates (Å):
C  -1.7887  1.3376  -0.6978
C  -0.3711  1.2863  -0.4437
C  0.4385  0.2051  0.0957
C  -2.5181  2.4933  -1.3891
C  1.8826  0.3751  0.3414
N  1.1443  -3.1275  1.0889
N  -0.2068  -0.8711  0.3694
H  -2.3638  0.5892  -0.3085
H  0.1989  2.1806  -0.7513
H  -3.5719  2.5091  -1.1269
H  -2.2416  2.2657  -2.4386
H  -1.9320  3.3507  -0.9733
H  2.2255  1.1371  0.9621
H  2.1707  0.5301  -0.7986
H  2.3484  -0.5143  0.6019
H  0.5260  -3.7340  1.5324
H  1.9301  -2.6255  1.5629
H  0.4857  -1.6765  0.7332
H  1.6017  -3.3745  0.1677
H  -1.1710  -1.1018  0.1639

Forces on the atoms, in the same order (eV/Å):
C 4.88 1.62 0.48
C -2.74 2.02 -1.66
C -3.36 1.55 0.43
C 2.70 -1.04 1.15
C -0.71 -0.40 -4.60
N 3.74 3.13 -2.85
N 2.94 -2.35 1.10
H -1.55 -2.20 0.77
H -0.33 -0.48 0.09
H 0.10 0.09 -0.37
H -0.77 0.85 0.22
H -0.95 -0.06 -0.96
H 0.11 1.65 0.75
H 0.22 0.19 2.27
H 0.76 -1.74 0.66
H -0.39 -1.39 0.97
H -1.32 -1.49 0.55
H -2.13 0.11 -0.43
H -1.38 -0.54 1.58
H 0.20 0.46 -0.16

Here are the Löwdin charges for atoms 1 to 4, given in e: number 1, C, carries -0.04; number 2, C, carries -0.02; number 3, C, carries -0.34; number 4, C, carries -0.05

(3)
Below is an isolated ion of composition C5H13N2 and charge +1, with properties calculated with ωB97M-V with the def2-TZVPD basis set.

DFT total energy = -307.49964 Eh
SMILES string = NC[C@@H]1CCC[NH2+]1
LUMO = -3.1 eV
Spin multiplicity = 1
Total charge = +1
Gap between HOMO and LUMO = 11.42 eV
Energy relative to the best compared isomer or geometry (same formula, charge and spin) = 76.5 kcal per mole
Maximum force = 5.29 eV/A
HOMO energy = -14.50 eV

Cartesian coordinates (Å):
N  -1.7755  0.8743  1.2205
C  -0.5631  0.0735  1.7150
C  0.0024  -0.6563  0.6178
C  1.4372  -0.2554  0.2520
C  1.4515  -0.2579  -1.3760
C  0.0897  0.2871  -1.7321
N  -0.8511  -0.4349  -0.6682
H  -2.4385  0.8942  1.9452
H  -1.4736  1.7963  1.0774
H  -0.6885  -0.4074  2.7456
H  0.1088  0.7681  2.1042
H  0.0640  -1.8608  0.8120
H  2.2822  -1.0224  0.5080
H  1.5695  0.7458  0.5494
H  1.5960  -1.0790  -1.9390
H  2.3778  0.3508  -1.7058
H  0.0123  1.4076  -1.5814
H  -0.4106  -0.0497  -2.8167
H  -1.8049  0.1705  -0.6194
H  -0.9856  -1.3443  -1.1086

Forces on the atoms, in the same order (eV/Å):
N 1.20 -2.09 0.57
C -3.07 1.79 3.04
C 1.19 -4.84 -1.76
C 0.76 -3.02 -3.17
C 1.06 4.26 1.96
C -1.97 0.15 -1.47
N 0.26 1.33 -1.89
H -1.18 0.11 0.92
H 0.35 1.58 -0.12
H -0.78 -0.41 -1.90
H 1.62 1.58 -0.04
H -0.70 2.91 -0.60
H -1.75 1.74 0.32
H 0.85 1.07 0.54
H 0.48 -3.77 -0.88
H -1.84 -0.29 0.46
H -0.18 -1.38 -0.20
H 1.64 1.14 2.84
H 2.55 -1.94 1.06
H -0.50 0.08 0.30

Here are the Löwdin charges for atoms 1 to 4, given in e: number 1, N, carries 0.03; number 2, C, carries -0.19; number 3, C, carries -0.29; number 4, C, carries -0.09

(4)
Below is an isolated ion of composition C5H13N2 and charge +1, with properties calculated with ωB97M-V with the def2-TZVPD basis set.

DFT total energy = -307.55319 Eh
SMILES string = C=C(N)C[C@@H](C)[NH3+]
LUMO = -3.1 eV
Spin multiplicity = 1
Total charge = +1
Gap between HOMO and LUMO = 9.95 eV
Energy relative to the best compared isomer or geometry (same formula, charge and spin) = 42.9 kcal per mole
Maximum force = 1.86 eV/A
HOMO energy = -13.07 eV

Cartesian coordinates (Å):
C  0.6519  -1.8737  0.6531
C  -0.1259  -1.2788  -0.2508
N  0.3565  -1.2395  -1.6185
C  -1.1791  -0.2196  0.0862
C  -0.5277  1.1810  0.0759
C  -0.4181  1.8124  1.4501
N  0.9575  1.1554  -0.4181
H  0.4072  -1.9321  1.7048
H  1.6391  -2.2250  0.3929
H  -0.4574  -1.1510  -2.2276
H  0.6127  -2.2019  -1.8382
H  -2.1075  -0.3176  -0.4835
H  -1.4892  -0.5089  1.0942
H  -0.9952  1.8621  -0.6353
H  0.4109  1.2850  1.9579
H  -0.1346  2.8660  1.4488
H  -1.2541  1.7013  2.1390
H  1.3536  2.0588  -0.1706
H  0.9174  0.9835  -1.4147
H  1.5009  0.4890  0.1306

Forces on the atoms, in the same order (eV/Å):
C -0.16 0.39 0.57
C 0.85 0.98 -0.70
N -1.46 -0.91 0.16
C 0.40 -1.65 0.54
C 0.23 0.50 0.23
C 0.82 -0.31 0.93
N -1.44 0.77 0.90
H -0.16 0.18 -0.01
H -0.12 -0.61 -0.29
H 0.04 0.44 -0.04
H 0.73 0.26 -0.04
H 0.37 0.38 -0.43
H 0.06 0.53 0.11
H -0.16 -0.18 0.00
H -0.26 0.11 0.07
H -0.12 0.03 -0.29
H -0.31 -0.07 -0.51
H -0.01 0.30 -0.48
H 0.82 -0.45 -0.24
H -0.11 -0.70 -0.47

Here are the Löwdin charges for atoms 1 to 4, given in e: number 1, C, carries 0.05; number 2, C, carries -0.40; number 3, N, carries 0.06; number 4, C, carries -0.09

(5)
Below is a 2-piece molecular cluster, C5H13N2 overall, with properties calculated with ωB97M-V with the def2-TZVPD basis set.

DFT total energy = -307.51332 Eh
LUMO = -3.6 eV
Spin multiplicity = 1
Total charge = +1
Gap between HOMO and LUMO = 8.31 eV
Energy relative to the best compared isomer or geometry (same formula, charge and spin) = 68.0 kcal per mole
Maximum force = 4.12 eV/A
HOMO energy = -11.88 eV

Cartesian coordinates (Å):
C  -2.4325  0.0427  0.1997
C  2.6450  0.6298  -0.2230
C  1.3377  -1.4145  0.5401
C  -0.2679  1.0644  0.3663
C  1.4728  -0.2595  -0.3839
N  -3.4947  -0.3448  -0.4960
N  -1.4236  0.6984  -0.3054
H  -2.4042  -0.1939  1.2543
H  2.6569  1.4299  -0.9561
H  2.6954  1.0500  0.7788
H  3.5531  0.0353  -0.3608
H  1.5382  -1.1246  1.5674
H  2.0723  -2.1777  0.2720
H  0.3578  -1.8781  0.4781
H  -0.2638  0.8680  1.4240
H  0.1538  2.0021  0.0481
H  1.1068  -0.4106  -1.3899
H  -4.2591  -0.8166  -0.0433
H  -3.5876  -0.1477  -1.4796
H  -1.4565  0.9476  -1.2908

Forces on the atoms, in the same order (eV/Å):
C -0.08 0.06 -0.28
C 0.22 0.02 -0.12
C 0.14 -0.16 -0.08
C 3.75 -1.49 -0.83
C -2.59 1.70 1.35
N 0.19 0.05 0.07
N -1.34 -0.26 -0.56
H 0.03 -0.01 0.04
H 0.03 0.11 -0.02
H 0.01 0.03 0.09
H 0.09 0.01 -0.04
H 0.03 0.03 0.12
H 0.05 -0.12 -0.02
H -0.14 -0.10 -0.01
H -0.13 0.00 0.21
H -0.22 0.30 0.08
H 0.04 -0.07 -0.17
H 0.04 0.00 0.03
H -0.05 -0.02 -0.02
H -0.06 -0.07 0.16

Here are the Löwdin charges for atoms 1 to 4, given in e: number 1, C, carries -0.13; number 2, C, carries -0.11; number 3, C, carries -0.11; number 4, C, carries -0.03

(6)
Below is an isolated ion of composition C5H13N2 and charge +1, with properties calculated with ωB97M-V with the def2-TZVPD basis set.

DFT total energy = -307.55198 Eh
SMILES string = CN/C=C/CC[NH3+]
LUMO = -3.3 eV
Spin multiplicity = 1
Total charge = +1
Gap between HOMO and LUMO = 8.66 eV
Energy relative to the best compared isomer or geometry (same formula, charge and spin) = 43.7 kcal per mole
Maximum force = 1.22 eV/A
HOMO energy = -11.99 eV

Cartesian coordinates (Å):
C  3.2751  -0.6792  0.4755
N  2.1104  -0.3804  -0.3812
C  0.8806  -0.4586  0.2259
C  -0.2816  -0.7113  -0.3893
C  -1.6263  -0.5992  0.3124
C  -2.0564  0.8552  0.4718
N  -1.9065  1.5086  -0.8753
H  3.5891  0.2401  0.9631
H  4.0851  -1.0137  -0.1541
H  3.0154  -1.3830  1.2634
H  2.1173  -0.9802  -1.1974
H  0.9215  -0.3195  1.3059
H  -0.3013  -1.0061  -1.4345
H  -2.3799  -1.1139  -0.2837
H  -1.5872  -1.0291  1.3147
H  -1.3621  1.3749  1.1218
H  -3.0864  0.9219  0.8258
H  -0.9241  1.2514  -1.1167
H  -2.4750  1.0026  -1.5630
H  -2.0077  2.5195  -0.8851

Forces on the atoms, in the same order (eV/Å):
C -0.45 0.80 0.14
N -0.01 -1.05 0.11
C 0.28 0.09 0.09
C -0.66 0.14 0.07
C 0.58 0.00 -0.18
C -0.16 -0.22 0.15
N 0.76 -0.95 0.03
H 0.13 0.10 0.02
H 0.18 -0.27 0.04
H 0.24 -0.36 -0.14
H 0.12 0.35 -0.26
H -0.19 0.29 -0.06
H 0.15 0.06 -0.03
H -0.10 -0.24 0.21
H -0.18 -0.12 -0.09
H -0.11 0.17 0.22
H 0.14 0.31 -0.10
H -0.20 0.26 -0.08
H -0.20 0.63 0.02
H -0.34 0.02 -0.16

Here are the Löwdin charges for atoms 1 to 4, given in e: number 1, C, carries -0.08; number 2, N, carries -0.07; number 3, C, carries -0.17; number 4, C, carries -0.15

> The highest gap between HOMO and LUMO belongs to which entry?

number 3